[1]
{
  "formula": "C31H44BN7O3STa",
  "method": "ωB97M-V/def2-TZVPD",
  "species": ["Ta", "C", "C", "C", "C", "N", "N", "B", "N", "N", "C", "C", "C", "C", "C", "C", "C", "C", "N", "N", "C", "C", "C", "C", "C", "C", "C", "C", "C", "C", "C", "C", "H", "H", "H", "H", "H", "H", "H", "H", "H", "H", "H", "H", "H", "H", "H", "H", "H", "H", "H", "H", "H", "H", "H", "H", "H", "H", "H", "H", "H", "H", "H", "H", "H", "H", "H", "H", "H", "H", "H", "H", "O", "C", "N", "S", "O", "O", "C", "C", "C", "C", "C", "C", "H", "H", "H", "H"],
  "xyz": [[0.287277, 0.111249, 0.211420], [0.026685, 2.901683, -3.915934], [-0.478998, 2.472931, -2.554165], [-1.540222, 3.069371, -1.784040], [-1.961712, 2.150998, -0.854728], [-0.999608, 1.109141, -0.805122], [-0.160721, 1.285568, -2.004634], [0.954285, 0.105157, -2.358630], [1.989896, 0.224581, -1.160230], [2.182714, -0.829433, -0.175106], [3.368031, -0.527082, 0.470439], [3.889285, 0.670752, -0.122776], [3.042389, 1.120387, -1.072976], [3.273272, 2.265170, -2.067360], [4.110260, -1.504300, 1.341066], [5.607633, -1.218106, 1.089686], [3.827036, -2.950883, 0.988015], [3.835097, -1.283256, 2.845061], [0.293048, -1.234614, -2.457907], [-0.250696, -1.811996, -1.304693], [-0.875078, -2.972909, -1.652585], [-0.567919, -3.258536, -2.997223], [0.149004, -2.092385, -3.502458], [0.335151, -1.555868, -4.965055], [-1.730315, -3.777135, -0.712866], [-1.839175, -5.266448, -1.129292], [-3.116395, -3.125537, -0.751065], [-1.106381, -3.702492, 0.704485], [-3.296380, 2.224957, -0.073230], [-3.175234, 3.353918, 1.004986], [-4.337246, 2.690145, -1.138952], [-3.896648, 0.938361, 0.521004], [-0.650065, 3.761356, -4.141453], [1.133919, 3.247494, -3.877557], [0.006008, 2.179183, -4.736457], [-2.023582, 4.016389, -1.885164], [1.448532, 0.460294, -3.442700], [4.838124, 1.119266, 0.144431], [3.210729, 1.979039, -3.113450], [2.433293, 3.000765, -1.977167], [4.213879, 2.752814, -1.840980], [5.808323, -1.270148, -0.007227], [5.745936, -0.172007, 1.501352], [6.239831, -1.935610, 1.675584], [3.720746, -3.095329, -0.105738], [4.627474, -3.620728, 1.330197], [2.914193, -3.450594, 1.476272], [4.085021, -0.205880, 3.099438], [2.730802, -1.421192, 3.050262], [4.407362, -2.000523, 3.494875], [-0.809392, -4.176140, -3.482602], [-0.487382, -0.896225, -5.206908], [1.254057, -0.968665, -5.057292], [0.312557, -2.399925, -5.654196], [-2.457125, -5.497035, -2.044815], [-0.849062, -5.770747, -1.262622], [-2.318172, -5.825945, -0.303790], [-3.543614, -3.205095, -1.756580], [-3.757340, -3.647032, -0.057033], [-3.131951, -2.080506, -0.473936], [-0.026897, -3.602250, 0.635419], [-1.590804, -2.879535, 1.261717], [-1.297727, -4.619670, 1.290975], [-3.137486, 4.370868, 0.562090], [-4.119650, 3.375595, 1.647401], [-2.311872, 3.199392, 1.656647], [-4.124950, 3.731232, -1.500652], [-4.288523, 2.027374, -2.010862], [-5.353636, 2.632555, -0.706705], [-3.447892, 0.655745, 1.444056], [-4.966948, 1.062159, 0.744301], [-3.813483, 0.031273, -0.184735], [1.175859, 1.985513, 0.985304], [0.831382, 1.574430, 2.150355], [0.787773, 0.178578, 2.309752], [-0.639044, -0.283401, 2.947287], [-0.579017, -1.351005, 3.914721], [-1.298221, -0.625935, 1.561353], [-0.785644, 1.277977, 3.800497], [-1.465547, 1.523639, 4.948346], [-1.539941, 2.829231, 5.451614], [-0.758620, 3.840234, 4.835199], [0.167573, 3.503367, 3.811767], [0.120977, 2.174362, 3.304407], [-2.147548, 0.748655, 5.421788], [-2.149597, 3.120427, 6.300359], [-0.982658, 4.825247, 5.082767], [0.800736, 4.233271, 3.374987]],
  "forces_ev_per_angstrom": [[0.465, -4.103, 1.646], [1.004, 1.740, 0.759], [-0.279, -1.213, -0.118], [0.524, -1.254, -0.053], [0.232, -0.419, 0.765], [-1.220, 1.689, -2.275], [-0.270, 0.260, 0.778], [-0.021, 0.717, -2.403], [-0.420, -0.392, 0.665], [0.248, 1.405, -0.023], [-0.519, 0.215, -1.793], [0.591, -0.640, 1.256], [0.411, 0.538, -1.759], [-1.591, 0.006, 1.094], [0.422, -0.425, 1.022], [0.029, 0.830, 0.393], [-1.549, -1.872, -0.302], [-0.965, 0.930, 0.585], [-0.066, -1.248, 0.729], [-0.049, 2.289, 0.674], [1.384, 0.246, -0.562], [1.235, 2.866, 0.078], [-1.798, -0.600, -0.691], [0.436, -1.077, 1.623], [0.438, -0.263, 0.157], [0.001, -0.913, -0.429], [-0.221, -0.452, -0.366], [-0.838, -0.183, 0.388], [-0.437, 1.004, -0.186], [-1.375, 0.090, 0.341], [0.195, 0.628, -0.326], [0.311, -1.328, -1.379], [0.946, -0.524, -0.348], [-1.916, -0.285, 0.080], [-0.394, -0.240, 0.517], [-0.026, 0.294, -0.636], [-0.336, -0.242, 1.190], [-0.221, -0.025, -0.147], [0.334, -0.534, 0.002], [0.732, -0.351, 0.257], [0.043, 0.034, -0.058], [0.269, 0.044, 0.937], [0.577, -1.191, -0.638], [-0.576, 0.707, -0.685], [0.137, 0.011, 0.530], [0.090, 0.503, -0.135], [0.913, 1.221, -0.668], [-0.119, -1.277, 0.052], [1.207, 0.000, -0.067], [-0.446, 0.799, -0.786], [-0.172, -0.138, -0.512], [-0.370, 0.057, 0.075], [-0.051, -0.408, -0.105], [0.192, 0.177, 0.010], [0.648, 0.615, 0.819], [-0.616, 0.636, 0.053], [0.079, 0.384, -0.380], [-0.014, -0.049, 0.181], [-0.355, -0.221, 0.171], [0.314, 0.363, 0.146], [0.173, 0.194, 0.188], [0.583, -0.361, -0.194], [-0.028, 0.387, -0.393], [0.270, -0.663, 0.093], [1.239, -0.244, -0.794], [-0.019, 0.044, 0.079], [-0.387, -0.903, 0.401], [-0.201, 0.077, 0.144], [0.576, 0.228, -0.266], [0.538, -0.243, 0.775], [0.416, 0.214, -0.258], [-0.104, 1.430, 0.909], [-0.555, -1.184, 1.426], [-0.643, -0.406, 0.851], [0.774, 0.846, -3.266], [0.156, -2.182, 2.029], [-0.515, 1.381, -1.852], [1.213, 1.552, 1.388], [-0.544, -0.979, 0.174], [-3.055, -0.905, 1.652], [1.519, 0.699, -0.842], [0.093, -2.680, -1.029], [-1.697, -1.318, 0.439], [1.225, 2.892, -1.268], [1.041, 0.885, -0.745], [-0.102, -0.387, -0.116], [0.291, 1.686, 0.586], [0.565, 0.506, -0.259]],
  "charge": 3,
  "multiplicity": 1,
  "total_energy_ev": -62470.615
}

---

[2]
{
  "formula": "C35H24N2O5OsSi",
  "method": "ωB97M-V/def2-TZVPD",
  "species": ["Os", "O", "C", "C", "O", "C", "C", "O", "C", "O", "O", "C", "C", "C", "C", "C", "C", "N", "N", "C", "C", "C", "C", "C", "C", "H", "H", "H", "H", "H", "H", "H", "H", "H", "C", "C", "C", "C", "C", "C", "Si", "C", "C", "C", "C", "C", "C", "C", "C", "C", "C", "C", "C", "H", "H", "H", "H", "H", "H", "H", "H", "H", "H", "H", "H", "H", "H", "H"],
  "xyz": [[0.312668, -0.024775, -1.659900], [4.997063, 4.159131, -1.792161], [4.035915, 3.344853, -1.816983], [2.571868, 3.662704, -1.594673], [2.101816, 4.742208, -1.360766], [1.886391, 2.334599, -1.693413], [2.728364, 1.360404, -1.965111], [2.225093, 0.104119, -2.050632], [4.122995, 1.831394, -2.080172], [5.119651, 1.208366, -2.293978], [0.612389, 2.014307, -1.523167], [-4.831340, 2.401713, -1.638567], [-5.107066, 1.043258, -1.530939], [-4.090285, 0.111309, -1.585048], [-2.774332, 0.541268, -1.746367], [-2.492104, 1.896197, -1.867600], [-3.521955, 2.820104, -1.809661], [-1.690632, -0.386892, -1.786066], [-2.029503, -1.597509, -1.763353], [-0.996426, -2.466993, -1.930202], [-1.249246, -3.851934, -2.011027], [-0.205627, -4.696674, -2.255462], [1.104020, -4.199946, -2.428361], [1.369456, -2.852287, -2.321091], [0.326426, -1.961601, -2.042224], [-5.633960, 3.125656, -1.594883], [-6.126992, 0.705000, -1.403760], [-4.301416, -0.943790, -1.496269], [-1.474624, 2.241967, -1.995717], [-3.290284, 3.872932, -1.896375], [-2.260961, -4.219238, -1.897544], [-0.388447, -5.760024, -2.330272], [1.909847, -4.890916, -2.641327], [2.375764, -2.470217, -2.437701], [-2.902081, 2.992742, 1.814553], [-1.585141, 3.398620, 1.649531], [-0.603764, 2.465581, 1.357549], [-0.916541, 1.108983, 1.225569], [-2.254741, 0.727595, 1.360294], [-3.238347, 1.656484, 1.663856], [0.412746, -0.143165, 0.799423], [2.100106, 0.400809, 1.400160], [3.304969, 0.034894, 0.795885], [4.520996, 0.418665, 1.337243], [4.557307, 1.165252, 2.506352], [3.373855, 1.510800, 3.140153], [2.157190, 1.131756, 2.592408], [0.035232, -1.850865, 1.482219], [-0.889498, -2.051510, 2.509443], [-1.069839, -3.307281, 3.074229], [-0.321228, -4.384816, 2.629025], [0.624612, -4.198698, 1.630468], [0.802159, -2.943881, 1.071318], [-3.669404, 3.721821, 2.042798], [-1.321045, 4.443871, 1.742092], [0.415863, 2.802077, 1.219293], [-2.541996, -0.306136, 1.203297], [-4.269020, 1.339191, 1.759279], [3.303426, -0.563351, -0.108139], [5.439437, 0.137615, 0.839438], [5.506745, 1.472373, 2.924903], [3.395633, 2.080431, 4.060134], [1.244244, 1.416110, 3.100501], [-1.469361, -1.222105, 2.891813], [-1.794424, -3.439513, 3.867657], [-0.464212, -5.364248, 3.067242], [1.227379, -5.030424, 1.288514], [1.554200, -2.818357, 0.302288]],
  "forces_ev_per_angstrom": [[0.735, 0.782, -0.038], [-1.309, -1.176, -0.072], [1.043, 1.083, 0.005], [0.016, 0.155, 0.145], [-0.003, -0.173, -0.040], [-1.650, 0.459, 0.412], [0.697, -1.403, -0.226], [0.516, 0.459, -0.201], [-0.040, -0.260, 0.103], [0.100, 0.016, -0.018], [0.512, 1.059, -0.262], [0.030, -0.042, -0.012], [-0.098, 0.079, 0.006], [0.143, -0.121, -0.003], [-0.269, 0.474, -0.087], [0.128, -0.104, -0.004], [-0.070, 0.060, -0.009], [0.176, 0.782, 0.724], [-0.456, -1.152, -0.470], [0.561, -0.778, 0.139], [-0.207, 0.364, 0.055], [0.295, -0.278, -0.093], [-0.209, 0.064, 0.016], [-0.048, -0.160, -0.074], [-0.459, -0.011, 0.073], [-0.009, 0.003, 0.009], [-0.013, 0.007, 0.007], [-0.001, 0.008, -0.001], [-0.001, -0.030, 0.044], [-0.001, 0.016, 0.000], [-0.007, 0.023, 0.033], [0.042, -0.023, -0.006], [-0.003, -0.021, 0.009], [0.021, -0.004, -0.010], [-0.028, 0.038, -0.007], [0.000, 0.011, 0.001], [0.005, -0.015, -0.016], [0.062, -0.069, 0.052], [-0.004, -0.006, -0.022], [-0.025, -0.021, -0.051], [-0.173, -0.227, -0.191], [-0.059, 0.033, 0.017], [-0.048, -0.131, -0.035], [0.049, 0.026, 0.045], [0.020, -0.009, -0.010], [-0.003, 0.008, 0.015], [0.034, 0.023, -0.077], [0.016, 0.141, 0.080], [0.002, -0.031, -0.002], [-0.031, 0.002, 0.012], [0.000, -0.016, 0.009], [0.011, 0.002, -0.024], [0.009, -0.016, -0.040], [0.001, 0.000, 0.005], [0.002, 0.012, 0.005], [0.017, 0.007, -0.013], [-0.003, -0.006, 0.029], [0.002, 0.000, 0.008], [-0.016, 0.064, 0.030], [0.026, 0.000, -0.008], [0.010, 0.002, 0.002], [-0.002, 0.007, 0.005], [-0.034, 0.005, 0.018], [-0.003, 0.014, 0.007], [0.000, -0.003, 0.003], [0.000, -0.003, 0.001], [0.002, -0.004, -0.002], [-0.001, 0.010, -0.003]],
  "relative_energy_ev": 0.7287,
  "multiplicity": 5,
  "total_energy_ev": -60242.972
}

---

[3]
{
  "formula": "C18H12BCl5IrN8",
  "method": "ωB97M-V/def2-TZVPD",
  "species": ["Ir", "C", "C", "N", "N", "C", "B", "N", "C", "C", "C", "N", "N", "C", "C", "C", "N", "N", "C", "C", "C", "N", "H", "H", "H", "H", "H", "H", "H", "H", "H", "H", "H", "H", "Cl", "C", "C", "C", "Cl", "C", "Cl", "C", "Cl", "C", "Cl"],
  "xyz": [[-0.296238, -1.710537, -0.006178], [4.016736, -1.810931, 0.002690], [2.773307, -2.424770, 0.000212], [1.813518, -1.499001, -0.001578], [2.407256, -0.272531, -0.000908], [3.740112, -0.461115, 0.001768], [1.433622, 0.928767, -0.002049], [0.502573, 0.803829, 1.241326], [0.223044, 1.631440, 2.251437], [-0.738950, 1.052232, 3.066559], [-1.026044, -0.164090, 2.477969], [-0.237938, -0.317625, 1.403138], [0.505233, 0.805278, -1.247340], [0.227862, 1.635053, -2.256301], [-0.734544, 1.059054, -3.073108], [-1.023864, -0.157887, -2.487152], [-0.236358, -0.314999, -1.412300], [2.055738, 2.308881, -0.000465], [3.303702, 2.817053, 0.000056], [3.220476, 4.191756, 0.003061], [1.833862, 4.451933, 0.005231], [1.137293, 3.337430, 0.001434], [4.984779, -2.278919, 0.004948], [2.525333, -3.474033, -0.000122], [4.439938, 0.350579, 0.003332], [0.726630, 2.577854, 2.341749], [-1.159369, 1.457006, 3.969687], [-1.710875, -0.940930, 2.776878], [0.732619, 2.581007, -2.344400], [-1.153929, 1.466387, -3.975566], [-1.709844, -0.933031, -2.787865], [4.197750, 2.224271, -0.002284], [4.041087, 4.887385, 0.004708], [1.333334, 5.408014, 0.006578], [-1.002644, -4.319698, -0.001942], [-2.499012, -3.369768, 0.002267], [-2.284003, -1.975197, -0.001892], [-3.433351, -1.144291, -0.000869], [-3.277570, 0.565799, -0.008152], [-4.705297, -1.703951, 0.003806], [-6.088029, -0.719102, 0.003531], [-4.859935, -3.115668, 0.007940], [-6.393360, -3.794099, 0.013034], [-3.723810, -3.976525, 0.007019], [-3.880859, -5.662305, 0.010114]],
  "forces_ev_per_angstrom": [[0.452, 1.098, 0.020], [-0.056, -0.143, -0.001], [0.142, 0.007, 0.002], [-0.526, -0.312, -0.014], [-0.205, -0.395, 0.000], [-0.028, 0.129, 0.002], [0.686, 1.209, 0.004], [-0.167, -0.460, 0.072], [0.101, 0.072, 0.053], [-0.004, -0.083, -0.026], [0.118, -0.092, 0.150], [-0.465, -0.081, -0.585], [-0.164, -0.457, -0.084], [0.100, 0.077, -0.046], [-0.004, -0.082, 0.023], [0.119, -0.099, -0.149], [-0.467, -0.078, 0.589], [-0.842, -0.192, -0.005], [0.672, 0.767, 0.000], [-0.074, -0.482, 0.009], [0.375, -0.008, -0.020], [-0.185, -0.392, 0.012], [0.006, 0.012, -0.001], [0.003, -0.004, 0.000], [-0.040, 0.083, 0.000], [0.013, 0.020, -0.068], [-0.005, 0.013, -0.005], [-0.012, 0.018, -0.001], [0.014, 0.021, 0.069], [-0.004, 0.013, 0.005], [-0.012, 0.018, 0.002], [-0.019, -0.066, 0.000], [-0.030, 0.019, -0.001], [-0.038, -0.050, 0.003], [-0.231, 0.599, 0.006], [-0.294, -0.415, -0.003], [0.806, -0.317, -0.013], [-0.423, 0.317, -0.003], [0.224, -0.435, 0.005], [0.142, 0.375, -0.001], [0.054, -0.061, 0.001], [-0.640, -0.050, 0.001], [0.324, 0.126, 0.000], [0.651, -0.345, -0.002], [-0.064, 0.104, 0.001]],
  "relative_energy_ev": 0.0000,
  "charge": 2,
  "multiplicity": 2,
  "total_energy_ev": -96893.709
}

---

- Which formula does entry 2 have?
  C35H24N2O5OsSi